DFT (ωB97M-V with the def2-TZVPD basis set) results for 10 unconnected molecules or ions with the total composition C60H150N6O16P4 at a distorted geometry.

The geometry in XYZ format:
```
236
Properties=species:S:1:pos:R:3:forces:R:3
P 4.16175 4.36900 4.86165 -1.1 0.4 -0.8
P -2.72247 -0.00196 -5.14017 -0.5 0.5 0.7
P 3.04185 -0.52353 -5.88298 -1.2 0.5 -0.7
P -1.49718 6.69299 0.55057 0.4 -0.3 -2.1
O 4.54393 4.35313 3.25623 0.6 0.4 2.6
O 4.45224 -0.79115 -6.13901 0.0 0.1 0.2
O -1.96634 1.42474 -4.76794 -0.3 -3.5 0.2
O -1.69919 5.12397 0.27599 0.4 1.5 0.2
O 2.55258 3.94107 4.81377 2.3 -0.7 0.7
O 4.40877 5.71115 5.44190 -0.2 -1.7 -0.5
O 4.88959 3.06130 5.56313 -0.9 2.2 -2.5
O 0.07560 6.86707 0.07515 -2.1 -0.1 1.5
O -1.57424 -1.11834 -4.86302 -1.5 1.8 -1.9
O -3.77048 -0.21522 -3.85797 1.9 0.2 -1.7
O 2.60129 -0.44833 -4.31237 -1.0 -0.5 -2.5
O -2.42301 7.31337 -0.65916 1.3 -1.5 1.1
O -1.88565 7.16311 1.88155 0.7 0.1 -0.3
O 2.54595 0.90243 -6.53476 2.3 -3.1 -0.1
O 2.04478 -1.63213 -6.56885 0.3 2.9 1.1
O -3.37538 0.00756 -6.47790 1.0 -0.4 1.8
N 8.00182 -3.34819 -1.66209 0.3 -0.8 -0.1
N -5.24328 -5.10178 2.02701 -1.6 0.2 1.1
N -6.10239 2.03151 2.14462 -1.1 1.1 -0.2
N -0.46101 -0.08924 4.98549 0.3 -0.9 1.1
N 0.42404 0.68025 -0.47144 0.8 0.9 -0.3
N 1.81346 -5.06417 -0.68658 0.6 0.4 -0.8
C 3.37121 0.25692 -3.37409 0.3 -0.2 1.4
C 1.60996 0.39237 3.74176 1.2 0.0 0.6
C -0.79831 -1.07408 -3.69254 0.4 -0.4 1.9
C 1.05626 -3.90332 -6.59247 0.3 0.6 0.6
C -2.65701 2.62495 -4.83500 -1.0 2.3 0.1
C -7.54668 -6.03096 1.68290 -0.6 0.9 0.4
C 1.41827 1.55318 -6.10651 -1.4 1.7 1.2
C -6.93858 -0.13664 3.22151 0.5 0.7 -0.5
C -5.17740 2.44288 3.20849 0.9 -1.5 -0.8
C -8.32510 2.61471 1.08881 0.7 0.5 0.4
C 8.49368 -3.62683 -3.02152 -0.3 1.3 -0.2
C 1.30656 4.79894 2.89217 0.9 0.0 -0.1
C 4.15812 1.12578 6.70882 0.8 0.5 0.0
C -5.48942 -1.26692 -2.63710 -0.1 -0.5 -0.6
C -3.26839 -6.52280 1.38848 0.6 0.6 -0.3
C -1.10362 0.18198 6.27908 -1.9 1.5 -0.7
C 6.03315 -2.92220 -0.22022 0.2 -0.1 0.7
C 2.10692 -4.77303 -3.20787 -0.1 -0.8 0.5
C 2.51843 -5.54771 -1.91823 -0.9 0.6 0.6
C -2.84451 4.47910 0.81154 -1.6 -1.4 -1.3
C -3.79979 1.74161 3.00883 -0.7 0.6 0.1
C 0.53062 6.43472 -1.21309 0.7 1.3 -0.5
C -2.18362 3.52586 -3.68642 0.1 -0.3 -0.3
C 0.92319 0.35751 5.10427 -0.4 1.4 -1.5
C 1.33623 2.92342 -6.81472 -0.3 -0.6 -0.4
C -0.46605 -1.52503 4.67571 -0.5 0.1 -1.2
C -4.91468 -1.09577 -4.02742 -0.3 1.6 -0.1
C -7.33552 2.86348 2.27245 -0.5 -0.9 -1.4
C 2.20140 -1.13359 -0.17630 -0.9 1.8 0.4
C 7.85568 -2.61296 -4.03717 1.2 -1.0 0.9
C 2.34052 -2.98176 -6.46842 -1.2 -2.9 -0.7
C 1.81965 0.40155 -0.05048 -0.4 -1.3 0.2
C -4.67267 -5.98618 1.02825 1.5 0.3 0.5
C -2.85874 8.65989 -0.58718 0.3 0.1 -0.5
C 0.38497 -5.32991 -0.65370 0.6 1.3 0.2
C -4.51651 -3.87577 2.39633 0.3 -1.0 0.4
C -1.51416 1.69723 6.31016 0.9 -0.7 -0.3
C -4.17676 4.68851 0.01695 0.1 0.5 0.6
C 8.71933 -4.23071 -0.73680 0.8 1.1 0.5
C -1.99560 0.31927 -0.03722 0.0 0.0 -0.2
C 0.23934 2.14793 -0.63603 -0.3 -0.4 -0.6
C 2.00019 5.99802 -1.14328 -0.2 -1.1 0.7
C -6.30927 0.57340 1.98907 -0.2 0.5 0.9
C 1.50974 4.81684 4.40302 -0.3 0.6 -0.9
C 6.54890 -3.47756 -1.53955 0.1 0.4 0.0
C -4.23934 -2.88688 1.30974 0.6 0.4 -1.2
C 4.43552 -0.66867 -2.83169 1.0 0.7 -0.1
C 4.44381 2.61300 6.83432 -0.9 -0.2 0.5
C 4.82557 3.17365 2.55544 -0.2 -1.5 -1.1
C -0.25379 -4.24652 0.21380 -0.7 -0.1 0.0
C 2.53321 -5.34156 0.55659 0.4 0.0 -0.6
C 1.01070 2.75748 -1.80281 -0.6 -0.6 0.2
C -1.84837 -2.04614 4.31608 -0.4 -0.4 0.6
C -6.63693 -4.76372 1.69382 0.1 -1.3 -0.7
C -1.65936 9.60957 -0.75722 -0.9 0.4 0.6
C -0.53744 0.20834 0.51221 -1.7 -0.1 -1.1
C 10.14141 -3.75130 -0.41828 0.5 0.4 0.0
C -1.27126 -2.18585 -2.78927 -0.1 -0.1 0.5
C 2.71493 -6.83313 0.84471 0.2 0.5 0.6
C 4.19693 3.30171 1.17243 -0.8 -0.6 -0.1
H 2.51406 0.99354 -0.64668 -0.1 0.0 0.0
H 1.72723 -7.29043 0.90339 0.1 -0.3 -0.3
H 2.20718 5.17269 2.40504 0.0 0.3 0.1
H -1.15255 -3.14631 -3.29080 -0.1 -0.1 0.2
H -2.72349 -0.29194 0.49636 0.2 0.0 0.5
H 4.15595 -1.70555 -2.64511 -0.5 0.2 -0.2
H 1.39748 -4.93248 -6.48066 0.0 0.0 0.2
H -3.43272 8.79394 0.32971 0.5 0.3 0.3
H -2.99763 2.26406 3.53007 -0.1 -0.1 0.2
H 0.94128 1.41380 5.37261 -0.3 0.0 0.6
H 3.89717 0.68188 7.66953 -0.1 0.0 -0.1
H 10.55708 -4.36568 0.38038 0.1 -0.2 -0.1
H -2.45513 3.05878 -5.81436 0.0 0.2 0.0
H -1.28851 -4.13454 -0.11009 -0.2 0.1 0.2
H -0.89462 -0.14870 -3.12464 0.0 0.3 -0.4
H 1.49133 -0.17826 5.86470 0.1 -0.4 0.0
H 3.58694 -5.36860 -1.79867 0.1 0.0 0.3
H 0.24521 -3.29623 0.02399 0.1 -0.1 0.0
H 2.97266 -3.32879 -7.28578 0.4 0.5 0.0
H 4.22190 2.39689 0.56515 0.8 -0.3 0.1
H -2.83688 -6.99341 0.50506 -0.2 -0.4 0.0
H 0.90839 2.03149 -2.60938 0.4 0.0 -0.3
H -2.41299 -2.17760 5.23912 -0.4 0.1 -0.1
H -7.85114 2.73639 3.22433 0.0 -0.1 0.3
H -3.74194 2.56320 -4.75008 -0.1 -0.7 -0.1
H 3.15651 -6.95723 1.83351 0.1 -0.1 0.1
H -7.05704 3.91276 2.17461 0.3 0.0 0.3
H -1.82389 -3.03240 3.85265 0.4 -0.1 0.1
H 2.75771 6.72980 -0.86263 -0.6 0.7 -0.2
H 2.59301 -5.17370 -4.09740 0.6 0.0 0.2
H -4.66353 -5.41766 0.09832 0.4 -0.2 -0.7
H 1.52150 1.72161 -5.03455 -0.1 0.3 0.3
H -0.96394 9.42260 -1.57548 -0.5 -0.4 -0.3
H -7.95655 0.20606 3.40700 -0.1 0.0 -0.1
H 2.42726 1.11105 3.80203 0.5 -0.1 0.3
H 2.11307 -4.85708 1.43799 -0.8 0.0 -0.2
H 3.36549 0.98713 5.97356 0.1 -0.1 0.1
H 1.33618 2.82298 -7.90008 0.0 -0.3 -0.1
H 5.23041 2.87765 7.54095 -0.2 -0.2 0.2
H 2.83647 -3.25246 -5.53629 0.0 0.2 0.1
H -2.48016 3.06650 -2.74347 0.5 -0.3 0.1
H 2.06084 -0.58006 3.54381 -0.2 0.1 -0.7
H 6.94243 -3.01709 -4.47393 0.1 0.3 -0.1
H -3.21210 -7.20056 2.24029 -0.6 -0.2 -0.1
H 5.24118 -0.64389 -3.56545 0.3 -0.4 0.2
H -2.30625 -2.02997 -2.48498 -0.2 -0.1 -0.4
H 1.74858 5.84206 4.68582 -0.1 0.0 0.3
H 0.53215 0.92086 -6.16187 -0.3 0.1 -0.6
H -2.08422 10.60628 -0.87628 0.3 0.2 0.0
H 4.52405 2.30883 3.14643 -0.6 -0.1 -0.2
H -5.07347 -3.31463 3.14667 -0.4 -0.4 0.2
H -5.74475 -0.30225 -2.19855 0.2 0.0 0.0
H 3.77861 1.19137 -3.76002 0.3 -0.1 -0.4
H -0.01333 -5.12846 -1.64813 0.1 -0.5 -0.1
H -5.56352 2.10261 4.16934 -0.1 0.5 0.5
H 1.90316 -1.42272 -1.18406 0.3 -0.4 0.0
H 3.25246 -1.30402 0.05678 0.0 0.1 -0.3
H 2.37048 -3.72467 -3.06789 -0.1 0.0 -0.1
H 2.37092 -6.62747 -1.93978 0.0 -0.3 -0.7
H -4.98385 4.09110 0.44097 0.3 -0.6 0.3
H 1.22500 3.78816 2.49246 -0.6 -0.1 0.2
H -5.59099 -0.50835 -4.64842 -0.3 -0.2 0.0
H 0.25820 -1.20952 -3.92389 -0.1 0.1 -0.4
H 10.87927 -3.69259 -1.21841 -0.2 -0.4 -0.3
H 6.24970 -3.58986 0.61371 0.1 -0.2 0.0
H -3.62285 8.72648 -1.36165 0.3 0.3 -0.4
H 0.44420 -3.90276 -7.49441 0.6 0.6 -0.5
H 0.58791 4.48657 4.88183 0.2 0.0 0.3
H 0.53641 7.32447 -1.84270 -0.3 0.1 -0.2
H -3.89164 0.71860 3.37369 0.4 0.0 -0.1
H 1.62260 -1.68143 0.56733 0.0 -0.2 -0.2
H -0.44658 -0.86783 0.65949 0.6 0.1 0.5
H 0.42862 2.71909 0.27284 0.2 0.0 0.5
H 2.18401 3.57025 -6.58894 0.0 -0.2 0.3
H -4.79221 -1.80627 -1.99592 -0.1 0.0 0.1
H -8.81230 1.63966 1.08931 0.3 0.0 -0.1
H -7.48709 -6.70132 0.82548 0.8 0.0 0.1
H 0.40447 3.44302 -6.59131 0.0 0.0 0.3
H 5.87680 2.94123 2.38516 0.5 0.8 0.4
H -1.87900 2.00718 5.33090 0.0 -0.3 -0.1
H 3.50562 3.11026 7.08054 0.1 0.3 0.3
H 7.66955 -1.70079 -3.47024 -0.1 0.1 -0.3
H 1.06757 -4.87899 -3.51873 -0.3 0.2 0.6
H 8.73493 -5.25442 -1.11081 -0.2 -0.4 0.2
H 0.12804 -6.33573 -0.32140 -0.2 -0.3 -0.1
H 8.62533 -2.41671 -4.78364 -0.4 0.1 -0.3
H 3.37585 -7.32627 0.13191 -0.3 -0.1 -0.1
H -2.99680 4.62581 1.88083 0.3 0.3 -0.1
H -2.34055 1.89902 6.99167 0.5 0.1 0.4
H -2.40586 -1.42554 3.61454 0.2 0.4 0.2
H 2.33823 5.52733 -2.06647 -0.2 0.1 -0.2
H -4.11224 4.41043 -1.03502 0.3 0.1 0.0
H -0.19926 5.75193 -1.64805 0.5 -0.4 0.1
H -0.59609 2.26431 6.46409 -0.4 0.5 0.5
H -2.62017 4.52167 -3.60969 -0.1 0.0 -0.7
H 1.90366 0.70549 0.99291 0.4 0.2 0.2
H 10.13483 -2.73755 -0.01782 -0.4 0.1 0.1
H 4.95420 -2.77730 -0.16568 -0.1 0.0 -0.4
H 6.23404 -4.51604 -1.64216 -0.1 -0.4 -0.1
H -0.02893 -2.12717 5.47223 0.1 -0.1 0.3
H -0.26622 -4.42797 1.28853 0.1 -0.1 0.0
H -0.52717 -0.11730 7.15443 0.4 0.0 0.1
H 4.79741 -0.25861 -1.88883 0.2 0.0 0.1
H 5.08991 0.68963 6.34875 -0.2 -0.4 -0.1
H 0.45861 3.63670 -2.13485 0.4 0.2 0.1
H -2.41653 1.32430 -0.06610 0.2 0.1 0.1
H 9.57920 -3.53784 -2.97873 0.0 0.6 -0.1
H -3.52141 1.75224 1.95504 -0.1 -0.2 0.0
H -7.72192 2.80152 0.20034 -0.1 -0.6 -0.3
H -2.49961 -5.79135 1.63763 -0.3 0.6 0.0
H 1.05101 0.85016 2.92562 -0.6 -0.7 0.2
H 2.04666 2.97745 -1.54494 0.0 0.1 -0.3
H -5.05299 3.52540 3.18070 -0.2 0.0 0.1
H -5.22504 -6.90628 0.83743 -0.7 0.4 0.3
H -0.74857 -2.16642 -1.83297 0.5 -0.2 -0.1
H -4.60965 5.68668 0.08293 0.5 0.3 -0.1
H 6.52030 -1.98774 0.05828 0.0 0.2 -0.3
H -5.30883 0.20125 1.76836 -0.2 -0.4 0.0
H -8.60208 -5.76382 1.62934 -0.1 0.5 0.1
H -6.66213 -4.30882 0.70360 -0.2 0.1 -0.5
H -3.62497 -4.20509 2.93000 0.3 0.2 -0.2
H 3.11460 3.42388 1.21430 0.0 0.6 0.3
H -6.34977 0.14336 4.09501 0.0 -0.5 0.2
H -1.04481 9.60528 0.14301 -0.1 0.0 0.2
H -1.10529 3.62294 -3.81244 0.1 0.0 0.5
H -0.46339 0.80429 1.42186 0.1 -0.3 0.5
H -3.50885 -3.20059 0.56404 0.2 -0.4 0.0
H 0.32121 -3.68086 -5.81897 0.2 0.0 0.4
H 6.09003 -2.93193 -2.36407 0.1 0.0 0.0
H 3.46753 -4.78765 0.46539 0.5 -0.4 -0.1
H 8.40520 -4.65447 -3.37397 -0.8 -0.5 0.1
H 2.12016 5.24881 -0.36073 -0.2 -0.3 0.0
H 2.72930 0.57095 -2.55103 -0.5 -0.2 -0.3
H -6.96674 -1.21518 3.06635 0.1 0.0 0.2
H 8.32094 -4.15649 0.27507 -0.9 -0.4 -0.3
H -9.11731 3.36033 1.02124 0.0 0.1 0.5
H -6.41203 -1.83569 -2.75280 -0.1 -0.1 0.3
H -4.71600 -1.99712 -4.60726 0.5 -0.2 0.4
H -6.95675 0.35821 1.13904 0.2 0.3 -0.2
H -0.81099 2.32234 -0.86943 0.0 -0.2 0.1
H -2.59385 3.44019 0.59724 -0.1 -0.2 0.6
H -7.44816 -6.54465 2.63921 0.3 -0.3 -0.2
H 4.66499 4.11421 0.61667 -0.1 0.0 0.1
H 0.12640 -1.70769 3.77919 0.4 0.3 0.1
H -3.82792 -1.96318 1.71669 -0.2 0.1 0.1
H 0.49090 5.45372 2.58546 -0.2 -0.2 0.1
H -2.06466 -0.05790 -1.05755 0.3 0.0 -0.2
H -5.12197 -2.66047 0.71155 -0.2 0.2 0.3
H -7.01746 -3.98295 2.35236 0.0 -0.3 0.4
H -2.08243 -0.28827 6.37334 0.2 -0.7 -0.3
```
Positions in Å, forces in eV/Å.

Results
**E_tot**: -143515.989 eV
**Kohn-Sham gap**: 8.73 eV
**HOMO level**: -8.29 eV
**Structure (SMILES)**: CCOP(=O)(OCC)OCC.CCOP(=O)(OCC)OCC.CCOP(=O)(OCC)OCC.CCOP(=O)(OCC)OCC.CCN(CC)CC.CCN(CC)CC.CCN(CC)CC.CCN(CC)CC.CCN(CC)CC.CCN(CC)CC
**Charge**: 0
**Lowest unoccupied orbital energy**: 0.0163 Eh
**Energy above the lowest of the compared OMol25 structures with the same formula, charge and spin**: 0.0000 eV